P.
Density functional theory data (the ωB97M-V functional and the def2-TZVPD basis) for an isolated molecule of C9H7N3O.

```
20
Properties=species:S:1:pos:R:3:lowdin_charge:R:1
C 2.98840 -1.03436 0.40550 -0.227
C 0.97902 1.52557 0.85210 -0.218
C 1.15423 0.87722 -1.44792 -0.214
C 0.55687 -1.92092 0.16927 -0.107
C 1.65843 -1.21102 0.26965 0.051
C 0.52245 0.71065 -0.19947 -0.167
C -0.81923 0.01428 -0.07621 -0.466
C -1.48237 0.37210 1.25903 -0.006
C -1.74844 0.30659 -1.26596 0.021
N 4.12208 -0.82800 0.48921 0.203
N 1.36484 2.18428 1.70898 0.211
N 1.70500 0.98009 -2.44945 0.208
O -0.65098 -1.43595 -0.07184 -0.006
H 0.52980 -3.00185 0.27281 0.156
H -1.73643 1.42920 1.28703 0.100
H -0.81447 0.16405 2.09576 0.096
H -2.38392 -0.22389 1.37238 0.099
H -1.19292 0.66899 -2.12549 0.078
H -2.50193 1.03934 -0.99624 0.091
H -2.25041 -0.61638 -1.54914 0.098
```

## Properties
HOMO-LUMO gap (alpha / beta): 7.87 / 7.87 eV


Q.
Density functional theory data (the ωB97M-V functional and the def2-TZVPD basis) for an isolated molecule of C9H7N3O.

```
20
Properties=species:S:1:pos:R:3:lowdin_charge:R:1
O -0.31224 -3.61040 -2.29310 -0.040
N 0.54456 -2.80390 -2.65060 -0.066
N 0.82183 -1.63676 -1.97066 0.061
C 0.18808 -0.84262 -0.98174 -0.227
C -0.75973 -1.44172 0.00556 0.029
C -1.16115 -0.66344 1.07548 -0.010
C -0.54499 0.59193 1.26123 -0.202
C -0.74961 1.38174 2.39772 -0.063
C -0.25922 2.66184 2.52649 -0.086
C 0.51265 3.19631 1.45334 -0.098
C 0.77001 2.43565 0.32989 -0.017
C 0.23575 1.08181 0.20350 -0.241
N 0.71023 0.36498 -0.81493 0.152
H 1.35925 -1.10094 -2.56594 0.096
H -1.21676 -2.37233 -0.18538 0.074
H -1.97747 -0.86237 1.85452 0.147
H -1.26162 0.93975 3.26344 0.117
H -0.65171 3.23623 3.41286 0.120
H 0.98226 4.22847 1.53368 0.120
H 1.33683 2.93516 -0.54385 0.135
```

## Properties
HOMO-LUMO gap: 8.39 eV
SMILES: O=NNc1ccc2ccccc2n1


Q is the most stable structure; the next one sits 38.1 kcal/mol above it.


P.
Density functional theory data (the ωB97M-V functional and the def2-TZVPD basis) for an isolated molecule of C20H25N3O4S.

```
53
Properties=species:S:1:pos:R:3:lowdin_charge:R:1
C -2.78064 -1.89154 2.66941 -0.077
O -2.46951 -0.97617 1.64663 -0.105
C -3.43940 -0.65835 0.73154 -0.225
C -4.69482 -1.24855 0.68653 -0.023
C -5.60623 -0.86774 -0.28550 -0.086
C -5.27519 0.09716 -1.21618 -0.090
C -4.02215 0.68748 -1.17047 -0.030
C -3.09800 0.32866 -0.20619 -0.130
C -1.73673 0.97076 -0.14213 -0.115
N -0.69591 -0.00992 -0.35212 0.097
C 0.29184 0.17917 -1.26507 -0.527
O 0.41266 1.21262 -1.89943 0.057
N 1.14920 -0.87534 -1.45214 -0.051
C 0.99517 -2.23093 -0.99052 -0.115
C 2.15388 -2.58299 -0.03917 -0.157
N 3.34852 -1.85802 -0.40421 -0.235
S 3.96908 -0.77756 0.70633 0.678
O 3.85309 -1.41996 1.98443 -0.285
O 5.26724 -0.41130 0.22215 -0.280
C 2.92955 0.67789 0.71729 -0.269
C 3.20540 1.71704 -0.15028 -0.060
C 2.39149 2.83292 -0.14904 -0.025
C 1.31178 2.92356 0.72493 -0.269
C 0.41840 4.12238 0.68227 -0.040
C 1.07748 1.88245 1.61486 -0.043
C 1.87908 0.75422 1.60824 -0.057
C 3.48062 -1.52934 -1.79928 -0.158
C 2.29193 -0.69528 -2.32498 -0.115
H -3.00052 -2.88610 2.26774 0.097
H -1.89180 -1.94692 3.29665 0.095
H -3.62624 -1.54808 3.27273 0.099
H -4.97576 -2.00640 1.40071 0.102
H -6.57886 -1.33598 -0.30824 0.104
H -5.98522 0.39020 -1.97388 0.101
H -3.75388 1.44260 -1.89396 0.115
H -1.62315 1.72304 -0.92416 0.122
H -1.60797 1.44872 0.83690 0.119
H -0.65867 -0.74899 0.32708 0.112
H 1.03128 -2.89211 -1.86713 0.128
H 0.03201 -2.38183 -0.50580 0.118
H 1.92945 -2.31908 0.99465 0.106
H 2.35779 -3.66045 -0.07858 0.127
H 4.06169 1.64042 -0.80184 0.118
H 2.58644 3.64221 -0.83597 0.124
H 1.00363 5.03950 0.70953 0.083
H -0.14563 4.11436 -0.24955 0.086
H -0.28155 4.12492 1.51378 0.077
H 0.26270 1.95272 2.32120 0.113
H 1.71712 -0.05790 2.29980 0.112
H 4.41907 -0.98499 -1.89849 0.114
H 3.56408 -2.46729 -2.35867 0.127
H 2.04165 -1.00825 -3.34851 0.130
H 2.51454 0.37235 -2.34390 0.107
```

## Properties
HOMO-LUMO gap: 9.19 eV
SMILES: COc1ccccc1CNC(=O)N1CCN(S(=O)(=O)c2ccc(C)cc2)CC1


Q.
Density functional theory data (the ωB97M-V functional and the def2-TZVPD basis) for an isolated molecule of C20H25N3O4S.

```
53
Properties=species:S:1:pos:R:3:lowdin_charge:R:1
O 1.80480 -0.63953 -0.12492 0.042
C 1.47792 -1.36800 -1.05032 -0.518
C 0.92515 -2.74889 -0.77006 -0.337
S -0.86608 -2.86344 -1.16747 0.949
C -1.43020 -1.55492 -0.13603 -0.481
C -1.32256 -0.22453 -0.42074 -0.051
N -1.77339 0.51706 0.62845 -0.037
C -1.67691 1.95154 0.67353 -0.023
C -0.27394 2.41272 0.24005 -0.441
O -0.12804 3.02383 -0.80471 0.048
N 0.74911 2.10474 1.04981 -0.032
C 0.72926 1.32883 2.26957 -0.103
C 1.40886 2.14023 3.38176 -0.181
O 2.71639 2.51913 3.03175 -0.124
C 2.72406 3.27237 1.83997 -0.178
C 2.10235 2.48461 0.68596 -0.112
C -2.19926 -0.33462 1.61508 -0.184
C -2.74781 -0.07727 2.86663 -0.026
C -3.08179 -1.15700 3.65580 -0.092
C -2.88250 -2.46970 3.22053 -0.094
C -2.34617 -2.73717 1.98176 -0.027
C -1.99799 -1.66345 1.16640 -0.171
N 1.59608 -0.98716 -2.33572 -0.047
C 2.13286 0.32105 -2.66581 -0.091
C 1.12844 1.10175 -3.51725 -0.173
O 0.75151 0.37010 -4.66259 -0.124
C 0.19835 -0.87467 -4.31302 -0.184
C 1.19505 -1.72513 -3.51302 -0.133
H 1.42147 -3.52365 -1.35176 0.081
H 1.04068 -2.95280 0.29464 0.091
H -0.94329 0.25492 -1.30202 0.121
H -1.91333 2.30833 1.67741 0.126
H -2.38392 2.40220 -0.03378 0.140
H -0.28088 1.07286 2.57719 0.107
H 1.29149 0.40545 2.08810 0.131
H 1.49551 1.54046 4.28905 0.129
H 0.80485 3.03781 3.59574 0.129
H 3.76962 3.50100 1.62999 0.128
H 2.16795 4.21185 1.98621 0.131
H 2.05886 3.08830 -0.22106 0.126
H 2.67916 1.57046 0.51155 0.118
H -2.91911 0.93168 3.21406 0.105
H -3.51015 -0.98579 4.63205 0.100
H -3.16015 -3.28444 3.87227 0.099
H -2.19754 -3.74932 1.63716 0.107
H 2.33967 0.85388 -1.73878 0.109
H 3.06247 0.18500 -3.23069 0.137
H 1.57812 2.02747 -3.87767 0.133
H 0.24460 1.35552 -2.91506 0.110
H -0.05802 -1.37171 -5.24969 0.130
H -0.71564 -0.73602 -3.71564 0.120
H 0.72897 -2.67150 -3.25243 0.083
H 2.08323 -1.91082 -4.12979 0.136
```

## Properties
HOMO-LUMO gap: 8.81 eV
SMILES: O=C(CSc1cn(CC(=O)N2CCOCC2)c2ccccc12)N1CCOCC1


Q is the most stable structure; the next one sits 8.0 kcal/mol above it.


P.
Density functional theory data (the ωB97M-V functional and the def2-TZVPD basis) for a cluster of 2 separate species, CHN3O in total.

```
6
Properties=species:S:1:pos:R:3:lowdin_charge:R:1
C -0.66513 -1.07827 1.52223 -0.139
N -1.29766 -1.70833 2.23720 -0.041
N 1.17368 0.40979 -0.66255 0.164
N 0.00059 0.52607 -0.65825 -0.238
O -1.00063 0.96716 -1.09912 0.127
H 1.78915 0.88358 -1.33951 0.128
```

## Properties
HOMO-LUMO gap (alpha / beta): 10.12 / 6.24 eV


Q.
Density functional theory data (the ωB97M-V functional and the def2-TZVPD basis) for a cluster of 2 separate species, CHN3O in total.

```
6
Properties=species:S:1:pos:R:3:lowdin_charge:R:1
N 2.05988 -0.01831 -0.73961 0.242
N 1.45178 0.27060 0.13755 -0.337
O 0.85174 0.59450 1.06419 0.074
C -1.44943 -0.25203 -0.13849 -0.110
N -1.31302 -1.37896 -0.03624 0.075
H -1.60095 0.78420 -0.28740 0.055
```

## Properties
HOMO-LUMO gap: 12.98 eV
SMILES: N#[N+][O-].C#N


Q is the most stable structure; the next one sits 108.8 kcal/mol above it.


P.
Density functional theory data (the ωB97M-V functional and the def2-TZVPD basis) for a cluster of 2 separate species, C2H10NO2 in total.

```
15
Properties=species:S:1:pos:R:3:lowdin_charge:R:1
C 0.81380 1.10047 -0.98238 -0.214
O -0.55588 0.76699 -1.14899 -0.057
C 1.24906 0.55773 0.37091 -0.084
N 0.51590 -0.77821 0.63544 0.186
H 1.42502 0.72347 -1.80215 0.134
H 0.93407 2.17254 -0.90841 0.127
H -0.74529 0.67703 -2.09076 0.117
H 0.99965 1.18338 1.21837 0.132
H 2.31240 0.32729 0.41589 0.134
H 0.69313 -1.07090 1.59091 0.168
H -0.48344 -0.62667 0.39294 0.093
H 0.85695 -1.43558 -0.05937 0.167
H -2.78186 -1.93464 1.02596 0.078
H -2.95986 -0.49259 0.64154 0.070
O -2.27364 -1.17031 0.70011 -0.050
```

## Properties
net charge: +1
HOMO-LUMO gap: 11.92 eV


Q.
Density functional theory data (the ωB97M-V functional and the def2-TZVPD basis) for a cluster of 3 separate species, C2H10NO2 in total.

```
15
Properties=species:S:1:pos:R:3:lowdin_charge:R:1
C -1.02705 1.28945 -0.67465 -0.010
C -1.67490 -0.96221 -1.38478 0.175
N -0.91324 -0.18886 -0.69289 -0.004
H -0.38738 1.82024 -1.38156 0.105
H -0.48344 1.57174 0.24522 0.085
H -2.02634 1.74398 -0.71209 0.112
H -2.15918 -0.52327 -2.25139 0.130
H -1.54522 -2.00974 -1.12978 0.121
H -0.09910 -0.61464 -0.15386 0.097
H 1.59513 0.81621 2.81938 0.057
H 2.31247 1.63538 1.89704 0.081
O 1.47620 1.09251 1.89389 -0.079
H 2.13115 -0.95361 0.56664 0.071
H 1.09459 -2.20773 0.53187 0.092
O 1.31386 -1.31694 0.21133 -0.032
```

## Properties
net charge: +1
HOMO-LUMO gap: 10.70 eV


P is the most stable structure; the next one sits 24.2 kcal/mol above it.


P.
Density functional theory data (the ωB97M-V functional and the def2-TZVPD basis) for a cluster of 3 separate species, C7H17NO in total.

```
26
Properties=species:S:1:pos:R:3:lowdin_charge:R:1
C -1.16162 1.26200 0.12911 -0.516
C -0.31122 -1.01723 -0.27142 -0.169
C -2.57115 0.81610 0.47331 -0.039
C -1.00674 1.85713 -1.25754 -0.032
C -0.27407 -1.61904 1.11833 -0.175
O -0.45241 1.68234 1.07639 -0.039
H 2.17431 0.04637 1.58819 0.101
H 0.13251 -1.66461 -1.02677 0.040
H -1.31627 -0.93616 -0.67219 0.041
H -2.56293 0.16653 1.34662 0.083
H -3.14582 1.71087 0.73036 0.093
H -3.07062 0.32158 -0.35877 0.079
H 0.01688 2.18468 -1.43323 0.075
H -1.29725 1.15022 -2.03354 0.083
H -1.65702 2.73389 -1.33377 0.092
H -1.15017 -2.23432 1.33748 0.065
H 0.60319 -2.25374 1.26426 0.058
H -0.22469 -0.82589 1.87613 0.059
C 2.61952 -1.21340 -0.64768 -0.074
C 1.69490 -0.07302 -0.34757 -0.296
N 1.87681 0.60301 0.79579 0.074
H 1.06612 1.25057 1.02803 0.063
H 1.42773 0.55152 -1.19099 0.098
H 3.58786 -0.82085 -0.96958 0.085
H 2.77458 -1.84241 0.22988 0.078
H 2.22758 -1.83614 -1.45080 0.074
```

## Properties
HOMO-LUMO gap: 8.36 eV


Q.
Density functional theory data (the ωB97M-V functional and the def2-TZVPD basis) for a cluster of 2 separate species, C7H17NO in total.

```
26
Properties=species:S:1:pos:R:3:lowdin_charge:R:1
C -2.01707 1.79750 1.66198 -0.082
C -2.30071 0.35813 1.18976 -0.188
N -1.37477 -0.11195 0.12708 -0.121
C -1.55795 -1.52050 -0.16041 -0.062
C -0.56970 0.62533 -0.72627 -0.474
C 0.22571 1.83026 -0.32885 -0.006
O -0.42740 0.13810 -1.84928 0.027
H -1.14140 1.85437 2.30859 0.083
H -2.93310 2.05842 2.18130 0.076
H -1.79775 2.42438 0.80608 0.041
H -2.30730 -0.30936 2.03202 0.107
H -3.24007 0.40156 0.65148 0.117
H -2.39873 -1.75685 -0.81079 0.093
H -0.64683 -1.89544 -0.61025 0.080
H -1.64713 -2.02870 0.79624 0.083
H 0.51972 2.28370 -1.27783 0.092
H -0.34869 2.64164 0.12197 0.050
H 1.08781 1.69662 0.31812 0.082
C 2.94347 -1.34892 -1.52398 -0.172
C 2.73515 -1.22788 -0.00189 -0.149
H 3.94568 -1.04214 -1.82006 0.057
H 2.81148 -2.38072 -1.87547 0.060
H 2.21373 -0.84120 -2.15963 0.050
H 3.68048 -1.50962 0.46422 0.059
H 2.00313 -1.96314 0.31461 0.056
H 2.54227 -0.17360 0.17128 0.043
```

## Properties
HOMO-LUMO gap: 9.79 eV
SMILES: CCN(C)C(C)=O.CC


Q is the most stable structure; the next one sits 47.5 kcal/mol above it.


P.
Density functional theory data (the ωB97M-V functional and the def2-TZVPD basis) for a cluster of 2 separate species, C2H2N2OS in total.

```
8
Properties=species:S:1:pos:R:3:lowdin_charge:R:1
N 0.49663 -1.02521 -0.19008 0.203
C 0.77704 0.12757 -0.00742 -0.431
O 0.88094 1.26986 0.09528 0.173
H 1.16900 -1.76309 -0.23049 0.088
N -2.16952 0.96323 -0.08636 0.151
C -2.99170 0.14649 -0.22232 -0.870
S -4.31752 -0.67093 0.06233 0.649
H -1.17242 1.07156 -0.11352 0.037
```

## Properties
HOMO-LUMO gap: 9.67 eV
SMILES: N=C=O.N=C=S


Q.
Density functional theory data (the ωB97M-V functional and the def2-TZVPD basis) for a cluster of 2 separate species, C2H2N2OS in total.

```
8
Properties=species:S:1:pos:R:3:lowdin_charge:R:1
C -1.00276 0.24053 0.39116 0.053
C 0.85006 1.33836 -1.27517 -0.939
N -0.65143 -2.04416 0.94026 0.063
N -0.80848 -0.84047 0.87665 -0.218
O -0.08806 1.96993 -1.45760 0.094
S 2.05222 0.39088 -1.13480 0.805
H -0.73568 1.14877 0.83930 0.052
H 0.38412 -2.20385 0.82020 0.089
```

## Properties
HOMO-LUMO gap: 9.62 eV


P is the most stable structure; the next one sits 58.8 kcal/mol above it.